The following is a quantum chemistry calculation of C20H28O2 in the gas phase, from OMol25.

```
50
Properties=species:S:1:pos:R:3:forces:R:3:nbo_charge:R:1
C 3.926033 2.562778 0.362978 -0.48 -0.75 1.82 -0.413
C 3.030313 2.346023 1.369805 0.65 0.48 -2.20 -0.185
C 1.577831 2.870517 1.289317 0.91 0.05 -1.03 0.226
O 1.622052 4.284177 0.927638 0.32 -0.92 -0.02 -0.723
C 0.938036 2.671842 2.651483 -0.64 0.71 0.80 -0.434
C 0.039028 1.425909 2.589763 0.39 -0.42 0.09 -0.399
C 0.310907 0.826671 1.209186 0.00 -0.48 0.48 -0.207
C -0.701860 -0.148730 0.610441 0.66 -0.88 0.33 -0.200
C -1.199753 -1.220272 1.605638 -0.59 0.82 -0.80 -0.391
C -2.250005 -2.090630 0.925879 0.67 -0.53 -0.20 -0.417
C -1.841290 -2.531771 -0.463206 1.33 0.94 -1.19 0.016
C -0.783572 -1.988110 -1.161334 -1.79 -0.42 1.93 0.019
C -0.339630 -2.589212 -2.442959 0.63 0.01 -0.92 -0.436
C -0.635798 -4.101537 -2.547379 -0.38 1.15 0.58 -0.495
C -2.108512 -4.285943 -2.281916 -1.11 -2.22 -1.57 0.605
O -2.792264 -5.060600 -2.964273 1.08 1.38 1.08 -0.546
C -2.739414 -3.548056 -1.133942 0.77 0.07 0.81 -0.553
C -0.005176 -0.812432 -0.614272 0.51 0.17 -0.14 -0.237
C 0.300314 0.329448 -1.619833 0.56 0.53 0.56 -0.388
C 1.230143 1.474497 -1.010312 -1.13 -0.48 -0.70 -0.399
C 0.649705 2.019655 0.294338 0.37 0.21 0.58 -0.025
C -0.573286 2.883299 -0.041040 -0.15 0.71 1.61 -0.632
H 3.655337 3.085421 -0.548446 -0.01 0.00 0.02 0.187
H 4.966918 2.201059 0.429417 -0.69 0.26 -0.01 0.213
H 3.312036 1.785143 2.258986 0.05 0.09 -0.19 0.207
H 2.397339 4.393356 0.345316 -0.54 0.03 0.47 0.470
H 1.715528 2.613589 3.419540 -0.16 -0.12 -0.06 0.210
H 0.340887 3.550098 2.928674 0.14 -0.08 -0.25 0.232
H 0.251537 0.698325 3.384971 0.09 0.19 -0.19 0.209
H -0.995808 1.667051 2.710883 -0.77 0.41 0.02 0.201
H 1.208458 0.202551 1.404534 0.04 0.38 -0.61 0.201
H -1.599845 0.353360 0.259155 -0.09 0.37 -0.24 0.201
H -0.356337 -1.820686 1.882692 0.50 -0.43 0.52 0.198
H -1.681222 -0.758900 2.479151 0.47 -0.07 -0.04 0.210
H -2.435680 -2.978036 1.551646 0.03 0.06 -0.24 0.210
H -3.197628 -1.580374 0.880090 -0.54 0.39 -0.05 0.206
H -0.846420 -2.040265 -3.256398 0.19 -0.30 -0.05 0.219
H 0.747322 -2.416939 -2.611696 -0.59 -0.04 0.22 0.218
H -0.332266 -4.498650 -3.500384 -0.20 -0.24 -0.38 0.235
H -0.089564 -4.635325 -1.769713 0.09 0.03 0.19 0.229
H -3.070385 -4.277080 -0.378048 -0.02 -0.04 -0.35 0.240
H -3.633151 -3.061960 -1.507873 -0.32 0.09 -0.10 0.246
H 1.003232 -1.240593 -0.395791 -0.44 0.34 0.60 0.201
H 0.824062 0.019124 -2.513561 0.09 -0.53 -0.23 0.208
H -0.650600 0.712684 -1.960288 -0.33 0.44 -0.11 0.194
H 1.345993 2.243530 -1.789978 -0.20 0.02 0.26 0.207
H 2.216658 1.063114 -0.888622 0.39 -0.35 0.33 0.214
H -1.235238 2.418954 -0.708220 -0.80 -0.93 -1.07 0.205
H -0.294212 3.825666 -0.489058 0.35 0.19 -0.10 0.233
H -1.220751 3.158259 0.827021 0.71 -0.27 -0.28 0.210
```
Positions in Å, forces in eV/Å.

Computed properties:
Gap between HOMO and LUMO (eV): 9.37
ΔE to the lowest compared entry with this formula, charge and spin (kcal/mol): 31.5
SMILES: C=C[C@]1(O)CC[C@H]2[C@@H]3CCC4=C(CCC(=O)C4)[C@H]3CC[C@@]21C
Maximum force (eV/Å): 2.93